[1]
The following is a DFT calculation (wB97M-V/def2-TZVPD) of a molecular structure, C6H14Br in a non-equilibrium geometry.

The geometry in XYZ format:
```
21
Properties=species:S:1:pos:R:3:forces:R:3
Br 0.140 2.575 2.546 -0.26 0.66 0.37
H 0.620 1.067 1.693 0.45 -0.96 -0.25
C 1.177 0.113 1.305 1.24 -1.08 0.06
C 1.560 -0.840 2.435 0.11 0.35 0.44
C 0.272 -0.672 0.404 -0.22 0.42 -0.14
C -0.264 0.215 -0.671 0.83 0.55 -0.18
C -1.315 -0.347 -1.572 0.00 -0.64 -0.47
C -1.570 0.689 -2.648 -0.92 0.00 -0.57
H 2.062 0.499 0.746 -0.63 -0.06 0.44
H 2.307 -0.416 3.109 -0.23 -0.03 0.15
H 0.623 -1.066 2.963 0.44 -0.03 0.25
H 1.968 -1.810 2.079 -0.26 0.67 -0.14
H 0.917 -1.456 -0.008 -0.41 -0.26 -0.03
H -0.552 -1.095 0.987 0.14 -0.25 -0.02
H -0.594 1.150 -0.182 -0.15 -0.22 -0.38
H 0.601 0.487 -1.307 -0.31 0.17 0.20
H -0.930 -1.249 -2.088 -0.05 0.22 0.36
H -2.184 -0.694 -0.994 -0.04 0.39 -0.28
H -2.230 0.313 -3.453 0.20 0.26 0.43
H -2.001 1.620 -2.238 0.18 -0.35 -0.19
H -0.606 0.917 -3.108 -0.13 0.18 -0.05
```
Forces are in eV/Å.

Total energy (eV): -76490.1575
HOMO-LUMO gap (spin up / spin down) (eV): 11.004 / 7.736
LUMO (spin up / spin down) (eV): 1.06 / -2.72
⟨S²⟩: 0.755
E_HOMO (spin up / spin down) (hartree): -0.3655 / -0.3843
Multiplicity: 2
Energy relative to the best compared isomer or geometry (same formula, charge and spin) (kJ/mol): 24.1

***

[2]
The following is a DFT calculation (wB97M-V/def2-TZVPD) of a molecular structure, C2H3OPSr in a non-equilibrium geometry.

The geometry in XYZ format:
```
8
Properties=species:S:1:pos:R:3:forces:R:3
P -2.029 0.825 1.423 0.81 -0.52 -0.35
O -0.451 -0.613 0.698 -0.65 0.24 1.39
C 0.343 -0.536 -0.371 0.40 0.51 -0.16
H 1.003 -1.409 -0.456 -0.25 0.06 -0.19
C 0.469 0.476 -1.240 0.06 0.01 0.26
H 1.192 0.397 -2.050 -0.22 -0.02 0.22
H -0.075 1.413 -1.111 -0.04 -0.36 -0.09
Sr -0.454 -0.552 3.108 -0.11 0.08 -1.07
```
Forces are in eV/Å.

Total energy (eV): -14290.5231
HOMO-LUMO gap (eV): 4.746
LUMO (eV): -1.29
E_HOMO (hartree): -0.2218
Multiplicity: 1

***

[3]
The following is a DFT calculation (wB97M-V/def2-TZVPD) of 9 unconnected molecules or ions with the total composition C36H99N9O9 in a non-equilibrium geometry.

The geometry in XYZ format:
```
153
Properties=species:S:1:pos:R:3:forces:R:3
C -4.311 1.785 -1.339 -0.27 -0.67 0.52
C -2.830 1.523 -1.264 1.84 -0.09 0.68
C -2.372 0.197 -0.660 -0.54 -1.75 0.10
O -0.958 0.076 -0.537 -0.15 0.98 0.28
C -0.436 -1.109 0.071 -0.01 1.34 -0.55
N -2.085 1.775 -2.503 -0.37 -0.05 -0.07
H -4.876 0.949 -1.751 0.04 0.24 -0.85
H -4.458 2.757 -1.809 -0.27 -0.31 -0.30
H -4.745 1.833 -0.340 0.26 0.28 0.28
H -2.453 2.231 -0.526 0.20 0.44 -0.04
H -2.625 -0.693 -1.236 -0.75 0.05 -0.68
H -2.896 0.035 0.282 0.19 0.16 0.60
H 0.617 -0.833 0.134 0.07 -0.54 0.32
H -0.546 -1.983 -0.571 -0.20 -0.13 -0.01
H -0.864 -1.269 1.061 -0.03 -0.13 0.06
H -1.141 1.478 -2.301 0.48 0.31 0.13
H -2.359 1.059 -3.161 -0.50 -0.07 -0.55
C 2.319 -6.757 -2.506 -1.36 -0.76 -0.23
C 2.326 -7.233 -1.079 0.42 1.56 1.91
C 1.221 -8.180 -0.568 1.93 -1.44 -1.28
O 1.471 -8.580 0.787 0.72 1.44 -0.28
C 0.847 -9.766 1.147 -0.79 -0.81 -0.31
N 3.642 -7.772 -0.852 0.67 -1.74 0.78
H 1.284 -6.578 -2.798 0.03 0.57 -0.29
H 2.656 -7.584 -3.131 0.15 0.00 -0.06
H 2.968 -5.899 -2.685 -0.21 0.01 0.17
H 2.228 -6.424 -0.356 -0.30 1.00 -0.28
H 1.447 -9.065 -1.162 -0.73 -0.54 -0.32
H 0.229 -7.795 -0.804 -0.15 0.04 0.45
H 1.137 -10.173 2.115 0.05 0.95 0.38
H 1.101 -10.618 0.516 0.03 0.11 -0.75
H -0.226 -9.587 1.084 -0.29 -0.48 0.30
H 3.663 -8.117 0.096 0.11 -0.32 0.19
H 4.406 -7.112 -0.887 -0.29 0.42 -0.37
C -2.717 2.144 4.949 0.65 -0.95 0.60
C -3.696 2.850 5.900 0.94 -0.75 -0.44
C -4.300 1.888 6.949 -0.92 -0.17 -0.89
O -5.215 2.533 7.795 0.05 0.67 0.09
C -6.184 1.663 8.387 1.23 1.23 -0.59
N -2.988 3.923 6.558 -0.13 0.66 -0.26
H -1.965 1.635 5.551 0.55 0.39 0.26
H -2.220 2.847 4.279 -0.11 0.06 0.18
H -3.030 1.276 4.369 -0.97 0.29 -0.20
H -4.365 3.375 5.218 -0.95 -0.40 0.48
H -3.558 1.417 7.594 0.68 -0.02 -0.27
H -4.839 1.086 6.444 0.02 -0.34 -0.32
H -6.675 2.368 9.058 -0.65 -0.65 -0.02
H -5.685 0.868 8.942 -0.13 -0.20 0.11
H -6.762 1.274 7.550 -0.61 -0.24 0.44
H -3.732 4.487 6.944 0.37 0.36 0.59
H -2.393 3.573 7.295 -0.02 0.04 0.22
C -3.038 7.010 -3.765 -0.64 0.53 0.88
C -3.378 6.662 -5.191 0.40 -0.13 -0.19
C -3.451 7.877 -6.150 0.27 -0.62 1.20
O -4.639 8.621 -5.910 0.23 -0.60 -0.04
C -4.798 9.582 -6.894 0.24 1.41 -0.70
N -2.384 5.711 -5.662 0.11 -0.19 -0.85
H -2.944 6.114 -3.151 -0.51 -0.24 -0.05
H -3.836 7.643 -3.378 0.13 0.13 0.43
H -2.072 7.477 -3.576 0.08 0.47 -0.63
H -4.334 6.139 -5.176 -0.20 0.15 -0.23
H -3.316 7.574 -7.188 -0.50 -0.25 -0.14
H -2.571 8.478 -5.919 0.18 0.49 0.02
H -4.869 9.182 -7.906 -0.26 -0.39 -0.08
H -3.959 10.276 -6.943 0.60 -0.01 0.16
H -5.623 10.273 -6.724 -0.44 -0.60 0.35
H -2.479 4.861 -5.125 0.01 -0.21 0.00
H -1.471 6.069 -5.422 0.36 -0.01 -0.11
C -5.089 -0.283 -7.760 0.15 0.82 0.02
C -4.715 0.623 -6.521 -2.39 -1.25 -1.97
C -6.036 1.306 -6.077 0.46 0.42 0.54
O -6.981 0.375 -5.662 -0.61 -1.48 1.01
C -8.199 0.890 -5.140 0.36 1.00 -0.95
N -4.245 -0.311 -5.526 0.58 0.84 1.10
H -4.256 -0.855 -8.167 0.35 0.25 0.12
H -5.513 0.302 -8.576 -0.14 -0.05 -0.10
H -5.803 -1.035 -7.424 -0.23 0.21 -0.02
H -4.092 1.467 -6.817 0.65 -0.36 0.30
H -6.483 1.905 -6.870 0.30 0.19 -0.44
H -5.820 1.977 -5.247 0.16 0.26 0.22
H -8.654 1.464 -5.947 -0.64 -0.25 -0.29
H -8.101 1.669 -4.384 0.64 -0.21 0.56
H -8.864 0.112 -4.765 0.37 -0.14 -0.28
H -5.065 -0.834 -5.254 -0.02 -0.21 0.25
H -3.596 -0.962 -5.944 0.07 -0.02 0.00
C 6.192 -1.268 -0.708 0.73 0.69 -0.10
C 6.727 -1.017 -2.124 0.13 -1.97 0.33
C 6.964 -2.399 -2.930 -0.12 0.43 0.97
O 8.115 -3.123 -2.507 0.44 0.81 1.07
C 8.277 -4.351 -3.192 0.24 1.23 -0.14
N 5.741 -0.205 -2.787 0.01 -0.22 -1.80
H 5.812 -0.308 -0.360 0.14 0.13 0.28
H 6.999 -1.565 -0.038 -0.27 -0.33 0.08
H 5.319 -1.920 -0.668 0.30 -0.36 -0.23
H 7.702 -0.531 -2.159 0.27 0.02 0.63
H 7.074 -2.209 -3.998 -0.33 0.19 -0.26
H 6.136 -3.076 -2.718 -0.63 0.24 -0.39
H 9.168 -4.869 -2.840 -0.26 0.03 0.49
H 8.529 -4.060 -4.212 -0.50 -0.60 -0.58
H 7.363 -4.933 -3.070 0.10 -0.38 -0.39
H 6.218 0.111 -3.619 -0.48 0.26 -0.55
H 5.446 0.642 -2.321 0.21 -0.17 0.58
C 1.816 3.167 -4.095 -0.48 -0.56 0.60
C 1.800 4.521 -3.358 -0.04 -1.42 -0.03
C 2.993 4.752 -2.496 0.92 -0.26 1.02
O 3.117 3.896 -1.358 -0.36 0.47 0.01
C 1.971 3.981 -0.480 0.69 -1.21 -0.21
N 1.831 5.542 -4.357 -0.67 1.27 -0.44
H 1.742 2.271 -3.478 0.33 0.22 0.66
H 2.727 3.034 -4.678 0.02 0.26 -0.17
H 0.938 3.020 -4.724 0.09 0.62 -0.34
H 0.940 4.631 -2.698 -0.49 -0.06 -0.51
H 3.088 5.783 -2.157 -0.75 0.44 0.29
H 3.855 4.732 -3.163 0.57 -0.99 0.28
H 1.599 4.983 -0.264 0.17 0.18 -0.30
H 2.250 3.499 0.457 0.34 0.27 0.06
H 1.184 3.325 -0.852 -0.36 0.32 -0.26
H 1.835 6.404 -3.831 -0.25 0.61 -0.23
H 2.747 5.541 -4.783 0.20 -0.19 -0.43
C 0.242 -2.434 7.376 0.44 0.86 0.54
C -0.440 -3.506 6.575 0.51 1.02 0.15
C -0.068 -4.892 7.068 0.20 -0.26 -1.85
O -0.924 -5.847 6.414 -0.86 -0.31 -0.52
C -0.693 -6.042 4.980 0.47 -0.75 1.08
N -1.874 -3.300 6.693 -0.17 -0.38 -0.18
H 1.326 -2.509 7.456 0.07 -0.28 -0.16
H -0.148 -2.409 8.393 0.00 -0.21 0.24
H 0.035 -1.436 6.990 -0.09 -0.04 -0.26
H -0.180 -3.323 5.532 0.15 -0.45 -0.18
H -0.150 -4.855 8.154 -0.57 -0.78 0.02
H 0.938 -5.228 6.814 0.47 0.52 0.10
H 0.285 -6.515 4.897 0.45 0.60 -0.35
H -0.860 -5.200 4.308 0.38 0.48 0.50
H -1.327 -6.819 4.551 -0.61 -0.04 0.83
H -2.095 -3.045 7.645 -0.05 0.16 0.24
H -2.227 -4.241 6.589 -0.79 -0.13 -0.21
C 5.811 0.803 4.783 0.34 -0.59 -0.27
C 5.325 -0.253 5.712 -0.74 -0.14 -0.04
C 6.064 -1.551 5.480 -0.42 -1.98 0.35
O 5.768 -2.360 4.335 0.19 0.80 -1.26
C 4.407 -2.677 4.166 -0.43 0.01 0.57
N 5.459 0.218 7.072 0.40 -0.26 0.84
H 6.894 0.767 4.903 0.19 0.77 -0.16
H 5.356 1.759 5.043 0.22 0.01 -0.43
H 5.606 0.414 3.786 -0.07 0.65 -0.30
H 4.256 -0.388 5.546 -0.12 -0.24 0.01
H 5.854 -2.246 6.293 -0.20 0.15 0.75
H 7.148 -1.437 5.512 0.06 0.32 -0.35
H 3.763 -1.838 3.902 0.13 0.45 0.20
H 4.049 -3.113 5.099 -0.37 -0.07 0.22
H 4.187 -3.397 3.378 0.90 -0.18 -0.07
H 5.179 -0.501 7.725 -0.64 -0.23 0.10
H 6.439 0.266 7.308 0.53 0.53 -0.17
```
Forces are in eV/Å.

Total energy (eV): -70767.1896
HOMO-LUMO gap (eV): 9.064
LUMO (eV): 0.10
E_HOMO (hartree): -0.3293
Multiplicity: 1
Structure (SMILES): COC[C@H](C)N.COC[C@H](C)N.COC[C@H](C)N.COC[C@H](C)N.COC[C@H](C)N.COC[C@H](C)N.COC[C@H](C)N.COC[C@H](C)N.COC[C@H](C)N
Energy relative to the best compared isomer or geometry (same formula, charge and spin) (kJ/mol): 494.0

***

Q: Among the records above, which one has the highest total energy?
A: C2H3OPSr

***

Q: Which formula does entry 2 have?
A: C2H3OPSr